# 1
The following is a quantum chemistry calculation of an isolated molecule of C5H5FO2, from OMol25.

- Molar mass: 116.091 g mol⁻¹
- HOMO: -10.48 eV
- 2S+1: 1
- Orbital gap: 0.4089 Eh
- Energy above the lowest of the compared OMol25 structures with the same formula, charge and spin: 34.2 kcal/mol
- LUMO level: 0.6 eV
- Structure (SMILES): O=C1C=C(F)CCO1

Geometry as XYZ:
```
13
Properties=species:S:1:pos:R:3:forces:R:3
O -2.4795 -1.3520 0.0289 0.791 -0.851 -0.380
H 0.7490 1.0744 -1.4232 -0.385 -1.068 1.229
H -0.3836 1.1138 1.3754 0.211 -0.690 5.092
F 2.3169 -1.1638 0.1102 -0.468 0.296 -0.032
C 0.7972 0.7740 -0.3240 5.677 0.581 -0.299
H -0.1282 -2.6675 0.1277 0.934 2.161 -0.471
C -1.4033 -0.8266 -0.0904 0.909 -3.003 0.510
H -0.4961 2.2395 0.1258 -0.678 -0.645 0.380
C 1.0505 -0.7325 -0.0272 0.660 1.411 -1.457
C 0.0152 -1.5356 -0.0798 -3.660 -2.026 1.197
C -0.3963 1.1589 0.3962 1.673 4.108 -4.543
H 1.7190 1.4619 -0.0333 -1.567 -1.731 -0.012
O -1.3608 0.4553 -0.1863 -4.096 1.455 -1.215
```
Positions in Å, forces in eV/Å.

Calculated atomic charges, method Mulliken, unit e: -0.56 0.27 0.47 -0.27 -0.49 0.31 0.59 0.24 0.48 -0.48 -0.55 0.32 -0.33


# 2
The following is a quantum chemistry calculation of an isolated molecule of C5H5FOS, from OMol25.

- Molar mass: 132.159 g mol⁻¹
- HOMO: -9.02 eV
- 2S+1: 1
- Orbital gap: 0.3316 Eh
- Energy above the lowest of the compared OMol25 structures with the same formula, charge and spin: 33.9 kcal/mol
- LUMO level: 0.0 eV
- Structure (SMILES): F/C=C1/CCC(=S)O1

Geometry as XYZ:
```
13
Properties=species:S:1:pos:R:3:forces:R:3
H -1.1757 0.2920 -1.2870 1.168 -0.212 0.278
S 2.5303 1.9724 0.6238 -0.129 0.379 -0.087
O 0.2332 0.8460 1.1432 0.277 -0.785 -1.544
C -0.5528 -0.2033 0.6238 -0.537 -0.334 1.561
C -0.3153 -0.3140 -0.8448 -3.175 1.311 -0.213
H 1.7716 -0.4808 -1.3406 -0.474 1.596 0.724
H -2.0867 -1.6452 1.0349 -0.512 -0.986 -0.789
C 1.0204 0.3496 -1.1045 -0.126 -1.014 -0.334
C -1.3951 -0.9402 1.3819 1.400 2.025 0.797
H -0.6221 -1.2812 -1.1901 0.872 -0.824 -0.351
H 0.9418 1.0181 -1.9835 0.383 -0.268 0.633
F -1.5798 -0.7461 2.7321 0.453 0.164 -1.077
C 1.2302 1.1326 0.2107 0.401 -1.052 0.403
```
Positions in Å, forces in eV/Å.

Calculated atomic charges, method Mulliken, unit e: 0.22 -0.29 -0.32 0.43 -0.67 0.25 0.36 -0.27 -0.32 0.39 0.25 -0.24 0.22


# 3
The following is a quantum chemistry calculation of a structure of composition C5H5FOS, from OMol25.

- Molar mass: 132.159 g mol⁻¹
- HOMO: -9.40 eV
- 2S+1: 1
- Orbital gap: 0.3763 Eh
- Energy above the lowest of the compared OMol25 structures with the same formula, charge and spin: 79.3 kcal/mol
- LUMO level: 0.8 eV

Geometry as XYZ:
```
13
Properties=species:S:1:pos:R:3:forces:R:3
H 0.9829 2.0525 -0.2420 0.734 1.284 -0.630
C 0.7101 1.0531 -0.1103 -2.299 -3.186 1.285
H -2.2725 -0.0547 -0.6450 0.443 -0.128 -0.526
H 0.6990 -0.2826 -2.0670 -0.137 1.020 1.351
C -0.3252 -0.5526 1.0947 0.555 0.264 2.247
C 0.6237 -0.9164 0.0263 -0.328 0.828 -1.460
H 0.9018 -1.9222 -0.0854 0.468 -1.231 -0.282
C -0.1619 0.7556 1.1961 -0.639 1.069 -1.817
H -0.5095 1.5987 1.7297 -0.624 0.126 0.961
C 0.1171 -0.0210 -1.1197 -0.378 -0.953 -2.121
S -1.5354 -0.2851 -1.7784 -0.689 0.594 0.645
F -0.9117 -1.4736 1.8860 0.162 0.686 -0.528
O 1.6816 0.0484 0.1150 2.731 -0.373 0.874
```
Positions in Å, forces in eV/Å.

Calculated atomic charges, method Mulliken, unit e: 0.58 -0.01 0.12 0.29 -0.22 -0.03 0.55 -0.44 0.43 -0.30 -0.24 -0.29 -0.44


# 4
The following is a quantum chemistry calculation of an isolated molecule of C5H5FS2, from OMol25.

- Molar mass: 148.227 g mol⁻¹
- HOMO: -8.60 eV
- 2S+1: 1
- Orbital gap: 0.2946 Eh
- Energy above the lowest of the compared OMol25 structures with the same formula, charge and spin: 75.4 kcal/mol
- LUMO level: -0.6 eV
- Structure (SMILES): C=C(/C=C/F)SC=S

Geometry as XYZ:
```
13
Properties=species:S:1:pos:R:3:forces:R:3
C -0.8349 2.4289 0.4223 1.369 -5.254 -3.817
C -0.6182 0.3860 -1.1890 -2.481 3.969 -3.644
S 1.8085 -2.2963 1.3786 0.073 -1.455 -0.043
H -1.8514 1.8807 -2.2645 2.407 -2.769 -1.111
C -1.1761 1.1763 -0.0217 -0.979 -0.183 1.206
H -2.0596 0.6214 0.4564 1.414 1.015 -0.248
C -1.0742 0.9351 -2.4753 -1.512 2.062 9.734
H -0.7834 0.6519 -3.3674 1.242 -1.554 -4.359
F -1.3081 2.9473 1.4578 -2.181 1.924 3.419
S 0.2206 -1.1251 -1.0092 0.619 -0.640 1.652
H 0.9616 -0.2628 1.2665 -1.106 0.803 -0.177
H 0.0171 2.9240 0.0453 0.776 0.736 -0.687
C 0.8738 -1.1928 0.7360 0.358 1.346 -1.926
```
Positions in Å, forces in eV/Å.

Calculated atomic charges, method Mulliken, unit e: 0.16 0.46 -0.18 0.19 -0.73 0.26 -0.86 0.45 -0.22 -0.04 0.33 0.37 -0.21


# 5
The following is a quantum chemistry calculation of a structure of composition C5H5HgO6, from OMol25.

- Molar mass: 361.679 g mol⁻¹
- HOMO (spin up / spin down): -18.69 / -18.62 eV
- Net charge: +2
- 2S+1: 2
- Orbital gap (spin up / spin down): 0.2620 / 0.2012 Eh
- Energy above the lowest of the compared OMol25 structures with the same formula, charge and spin: 31.4 kcal/mol
- Expectation value of S²: 0.76
- LUMO level (spin up / spin down): -11.6 / -13.1 eV

Geometry as XYZ:
```
17
Properties=species:S:1:pos:R:3:forces:R:3
O -2.1171 1.7546 -2.4297 0.921 -1.135 -0.599
O -2.8687 3.6223 -1.4328 1.548 -1.076 -0.047
H -2.5162 -0.1838 -1.7820 0.101 0.132 0.179
Hg -0.2935 -1.3705 1.2184 -2.161 -2.506 2.255
O 1.5652 -1.4442 0.7912 4.077 0.481 -0.329
H 3.8846 -0.1749 1.1430 0.033 0.024 -0.322
C 2.2636 -1.0567 -0.1518 1.993 -2.402 -0.672
C -2.1876 2.6526 -1.4393 -3.126 2.125 -0.270
C -1.0258 0.9005 -0.5753 1.532 1.454 -0.421
H -0.9378 0.0745 -2.6587 -0.327 0.065 -0.078
C 3.7294 -0.6208 0.1395 0.742 0.481 0.878
O -1.2107 0.0733 0.3823 -2.726 2.282 -0.265
H 2.1411 -1.5354 -1.1396 -0.509 0.702 -0.307
O 4.5998 -0.9622 -0.6031 -1.392 0.123 0.131
O -1.5393 2.1657 -0.3439 1.638 -1.468 1.102
H 0.2211 0.9340 -0.8259 -2.355 0.416 -0.002
C -1.6823 0.4995 -1.9813 0.011 0.302 -1.232
```
Positions in Å, forces in eV/Å.

Calculated atomic charges, method Mulliken, unit e: -0.22 -0.33 0.30 1.65 -0.57 0.35 0.26 0.54 0.61 0.35 0.02 -0.64 0.38 -0.25 -0.26 0.13 -0.31


# 6
The following is a quantum chemistry calculation of an isolated molecule of C5H5IO2, from OMol25.

- Molar mass: 223.997 g mol⁻¹
- HOMO: -9.38 eV
- 2S+1: 1
- Orbital gap: 0.3633 Eh
- Energy above the lowest of the compared OMol25 structures with the same formula, charge and spin: 27.3 kcal/mol
- LUMO level: 0.5 eV
- Structure (SMILES): O=CCC1=C[C@@]1(O)I

Geometry as XYZ:
```
13
Properties=species:S:1:pos:R:3:forces:R:3
C 1.5212 -1.4007 -0.1288 -0.036 1.404 0.278
H 1.3039 0.4901 0.8868 1.347 1.199 -0.145
O -1.9488 2.2367 0.0139 0.679 -1.047 -1.291
O 2.6833 -1.2478 -0.3351 1.122 -0.129 -0.301
C -1.7076 0.8790 -0.2710 1.094 -0.105 -2.348
H -0.9162 0.1233 -2.4806 -0.041 -0.105 -1.655
I -3.4232 -0.3133 0.1124 -0.549 -0.282 0.432
H -2.3162 2.1370 0.8678 -0.771 0.766 1.732
C -0.9208 0.4263 -1.4895 0.365 0.504 4.914
H 1.0575 -2.3535 -0.3496 -0.696 -0.476 -0.122
C -0.3831 0.2520 -0.2726 -1.553 0.163 -1.923
C 0.6998 -0.2887 0.5232 -0.084 -2.336 1.634
H 0.4689 -0.7579 1.5381 -0.878 0.443 -1.203
```
Positions in Å, forces in eV/Å.

Calculated atomic charges, method Mulliken, unit e: -0.03 0.32 -0.47 -0.44 0.01 0.35 0.00 0.38 -0.68 0.40 0.24 -0.37 0.29


# 7
The following is a quantum chemistry calculation of a structure of composition C5H5IrO4, from OMol25.

- Molar mass: 321.308 g mol⁻¹
- HOMO (spin up / spin down): -7.50 / -8.11 eV
- 2S+1: 5
- Orbital gap (spin up / spin down): 0.2401 / 0.2590 Eh
- Expectation value of S²: 6.05
- LUMO level (spin up / spin down): -1.0 / -1.1 eV

Geometry as XYZ:
```
15
Properties=species:S:1:pos:R:3:forces:R:3
C 1.2359 1.2980 2.5054 -2.850 -0.967 -0.207
Ir 3.0476 0.3450 0.1714 0.537 0.828 0.471
O 1.3566 -0.1192 1.9668 1.996 3.813 2.162
C -1.8470 -1.8897 1.7335 2.598 1.116 -1.541
O 1.9976 -1.0783 -0.3315 0.163 -1.150 -1.608
O 2.0485 1.4022 3.5460 1.028 -0.672 -0.049
H 0.9715 -2.6694 0.5170 0.389 0.317 -0.498
C 0.4187 -0.9161 1.4858 -2.204 -0.354 -0.495
H 1.5334 1.4865 4.3606 0.003 0.292 -0.171
C -0.7970 -1.0849 2.1663 -0.499 0.300 0.482
H -0.9216 -0.4426 3.0467 0.116 -0.369 -0.037
H -1.6856 -2.1594 0.6708 -1.351 -0.818 0.593
H 0.0028 -1.5875 -0.4807 0.446 0.156 -0.154
C 0.8651 -1.6012 0.2134 -1.611 -0.726 1.480
O 0.4109 2.1149 2.1999 1.241 -1.767 -0.428
```
Positions in Å, forces in eV/Å.

Calculated atomic charges, method Mulliken, unit e: 0.48 0.35 -0.33 -0.56 -0.51 -0.41 0.27 0.55 0.36 -0.23 0.27 0.26 0.26 -0.35 -0.41


# 8
The following is a quantum chemistry calculation of an isolated molecule of C5H5N, from OMol25.

- Molar mass: 79.102 g mol⁻¹
- HOMO: -9.73 eV
- 2S+1: 1
- Orbital gap: 0.3967 Eh
- Energy above the lowest of the compared OMol25 structures with the same formula, charge and spin: 0.5 kcal/mol
- LUMO level: 1.1 eV
- Structure (SMILES): c1ccncc1

Geometry as XYZ:
```
11
Properties=species:S:1:pos:R:3:forces:R:3
H -1.5441 1.7856 -0.0461 0.109 -0.029 0.099
C 0.5054 1.1011 0.0032 0.142 -0.370 -0.060
C 0.6471 -1.2920 -0.0180 0.457 -0.271 0.266
C -1.4184 -0.3457 0.0074 0.389 -0.368 -0.251
N -0.6709 -1.4549 -0.0040 -0.097 0.324 0.088
H -2.4881 -0.5315 0.0124 0.026 0.278 0.008
H 2.3816 -0.0220 0.0043 -0.274 0.088 -0.006
H 0.9399 2.1051 0.0353 -0.099 -0.440 -0.085
H 1.2291 -2.2247 0.0295 -0.162 0.490 -0.184
C 1.2932 -0.0535 -0.0098 -0.213 0.107 0.069
C -0.8747 0.9325 -0.0142 -0.277 0.190 0.057
```
Positions in Å, forces in eV/Å.

Calculated atomic charges, method Mulliken, unit e: 0.33 -0.25 -0.13 -0.17 -0.54 0.36 0.33 0.35 0.33 -0.31 -0.30


What did the eighth record say?
The following is a quantum chemistry calculation of an isolated molecule of C5H5N, from OMol25.

- Molar mass: 79.102 g mol⁻¹
- HOMO: -9.73 eV
- 2S+1: 1
- Orbital gap: 0.3967 Eh
- Energy above the lowest of the compared OMol25 structures with the same formula, charge and spin: 0.5 kcal/mol
- LUMO level: 1.1 eV
- Structure (SMILES): c1ccncc1

Geometry as XYZ:
```
11
Properties=species:S:1:pos:R:3:forces:R:3
H -1.5441 1.7856 -0.0461 0.109 -0.029 0.099
C 0.5054 1.1011 0.0032 0.142 -0.370 -0.060
C 0.6471 -1.2920 -0.0180 0.457 -0.271 0.266
C -1.4184 -0.3457 0.0074 0.389 -0.368 -0.251
N -0.6709 -1.4549 -0.0040 -0.097 0.324 0.088
H -2.4881 -0.5315 0.0124 0.026 0.278 0.008
H 2.3816 -0.0220 0.0043 -0.274 0.088 -0.006
H 0.9399 2.1051 0.0353 -0.099 -0.440 -0.085
H 1.2291 -2.2247 0.0295 -0.162 0.490 -0.184
C 1.2932 -0.0535 -0.0098 -0.213 0.107 0.069
C -0.8747 0.9325 -0.0142 -0.277 0.190 0.057
```
Positions in Å, forces in eV/Å.

Calculated atomic charges, method Mulliken, unit e: 0.33 -0.25 -0.13 -0.17 -0.54 0.36 0.33 0.35 0.33 -0.31 -0.30